Density functional theory data (ωB97M-V/def2-TZVPD) for a molecular structure, C11H40FeN20O13.

Summary:
Multiplicity   5
Highest occupied orbital energy (alpha / beta)   -9.42 / -9.41 eV
⟨S²⟩   6.008
ΔE to the lowest compared entry with this formula, charge and spin   133.6 kJ/mol
Calculated total energy   -3780.31540 hartree

Geometry (Å):
N 0.4068 -2.5462 1.3920
H -4.1182 2.0916 0.8044
H 2.3385 -4.0346 -1.0317
O -2.2392 3.4629 -4.0604
C -0.7690 -3.0473 1.2297
H -1.2757 2.9933 0.4572
H -5.5264 -3.2782 -1.9301
H -1.5237 4.7153 -0.0353
N -3.5534 -1.0318 -1.1987
N 3.5878 -2.4608 1.6600
H -2.4071 -2.5966 0.1651
H 0.4902 0.6557 5.8486
H 0.5257 -1.6073 1.0391
O 3.1525 4.2295 -2.6078
H -0.5754 3.2185 -1.4465
H 0.6481 -2.0768 4.0305
H 0.3799 3.5002 3.2509
H 3.7912 -3.4420 1.7865
H -3.2669 -0.9772 -2.1656
H -0.7325 -0.8146 -1.9035
N 2.3516 2.2281 -2.5556
N 3.2829 -1.3918 -1.9147
H 4.8858 -1.3960 4.1935
H -0.2854 -0.4352 -3.5119
C 4.0309 -1.5201 2.4456
O 3.8883 -3.4107 -2.7114
N -3.2906 1.5502 1.0098
H -1.5583 1.4553 -1.7575
H -1.3428 0.3160 1.7329
C -2.8504 1.5072 2.2236
O -1.1621 -4.0489 1.8169
O 1.0554 0.0018 2.8726
H 1.0166 -3.0871 1.9884
C 0.7996 -0.1394 4.0143
N -0.8830 3.6190 -2.3212
O -0.3844 5.4389 2.1915
N -1.1732 -3.1896 -2.2453
H -2.7419 1.3281 -3.0702
H 1.3341 1.6381 4.5885
O -0.7719 -2.7230 -4.4184
O -4.3568 -2.6769 0.1392
C 3.1386 -2.6764 -2.0638
C 0.3776 0.6378 -0.1615
O 0.8037 1.6646 0.3483
H 0.2573 -1.3355 5.5711
H 5.0437 -2.9653 3.4865
H 0.0226 2.4398 1.9434
N 4.8503 -1.9807 3.3708
N 0.5024 -1.2520 4.5949
H -2.6290 1.0880 0.4025
N 2.4552 -3.0330 -1.0895
O -0.7656 0.3514 -0.4436
N -0.5900 -1.1352 -2.8506
N 1.7869 3.4702 -4.1584
H -2.8728 -0.8994 -0.4643
H -1.1854 -4.0893 -2.7041
H -1.3342 0.7936 3.3789
C -4.2924 -2.0675 -0.9438
N -1.2316 3.9913 0.6056
H 1.9059 1.4265 -2.9784
C -0.8526 -2.3581 -3.2583
N -1.9925 1.8121 -2.5967
H 1.7077 4.3705 -4.6091
C -0.6486 4.3270 1.7629
H -1.3367 -2.9961 -1.2676
H -1.1690 -1.4142 0.0890
H 1.1363 2.7373 -4.4028
N -1.7932 0.8253 2.4798
N -4.9662 -2.4436 -2.0289
N -1.4987 -2.2858 0.4786
H 3.8320 -0.8374 -2.5559
C 2.4926 3.3325 -3.0652
N -0.1785 3.2998 2.4335
O 1.3216 -0.1472 -0.0562
O 3.6324 -0.4208 2.4184
H 2.8296 2.0449 -1.6849
Fe 2.3738 0.9272 1.4939
H 1.7892 -2.4005 -0.6694
H 3.0136 -2.3098 0.8429
H -0.7174 4.6136 -2.3789
C -1.7796 2.9966 -3.0349
N 0.9904 0.7724 4.9790
H -4.7970 -2.0297 -2.9344
H 2.5207 -1.0413 -1.3524
O -3.3308 2.1789 3.0783

Forces on atoms 1 to 2 (eV/Å):
N 4.159 0.799 0.814
H 0.478 -0.251 -0.294

Here are the Mulliken charges for atoms 1 to 5, given in e: number 1, N, carries 0.486; number 2, H, carries 0.228; number 3, H, carries 0.152; number 4, O, carries -0.771; number 5, C, carries 0.205

***

Density functional theory data (ωB97M-V/def2-TZVPD) for 12 unconnected molecules or ions with the total composition C13H50N8O12.

Summary:
Highest occupied orbital energy   -8.79 eV
ΔE to the lowest compared entry with this formula, charge and spin   745.6 kJ/mol
Calculated total energy   -1866.12378 hartree
Structure (SMILES)   NC(N)=O.NC(N)=O.NC(N)=O.NC(N)=O.CCO.CO.CO.CO.CO.CO.CO.CO

Geometry (Å):
H -13.8130 12.3250 -12.6970
O -21.0370 8.2410 -11.1830
O -13.1060 12.9580 -12.9150
H -15.0650 14.0060 -15.8590
H -13.5840 15.1460 -11.3110
H -18.0100 8.7370 -15.3910
H -13.9720 13.4960 -10.5610
O -15.4720 14.9520 -10.5570
H -18.7870 13.9040 -11.0130
H -17.6310 12.6640 -10.4380
C -17.2430 14.2980 -13.7390
N -20.3160 9.6490 -9.3510
O -18.0260 8.5230 -14.4590
H -12.2970 11.2000 -9.0560
H -15.4170 11.8310 -11.5850
H -20.9440 9.1620 -8.6880
H -17.2110 13.9130 -14.7290
H -10.9790 8.8900 -11.4730
H -17.8320 15.1540 -13.7600
H -14.3220 9.5560 -15.5090
O -19.0570 12.1910 -8.1900
C -14.1390 14.5620 -10.5390
H -11.0600 12.8290 -13.1090
C -19.1630 13.3430 -8.9980
H -13.8170 12.9760 -15.4210
H -16.9530 9.2190 -13.3530
H -11.7800 12.1890 -11.5050
H -19.9330 10.5630 -9.1240
H -10.5130 10.1480 -10.2700
H -16.8010 6.9230 -11.5450
C -14.3580 13.3780 -16.2500
O -12.8140 8.3330 -15.0760
H -13.0770 7.5230 -15.5910
N -17.4120 10.2400 -9.1470
N -19.2530 9.7310 -11.2730
H -18.9280 7.1220 -13.1720
C -11.9220 12.2920 -12.6280
H -16.2320 6.7440 -13.1740
H -15.5050 15.1150 -13.8640
H -15.5860 12.8890 -12.9320
N -15.8740 9.1690 -10.2570
C -16.2280 10.2740 -9.6840
H -14.7490 8.4200 -14.3460
H -15.5000 11.8140 -16.2400
O -15.7440 5.1840 -11.8920
O -15.4490 11.4090 -9.8790
H -19.3230 12.2560 -10.9300
H -18.2220 6.5110 -14.7670
H -17.8120 9.3160 -8.9900
H -16.5630 4.7640 -12.1200
H -19.2560 12.5120 -7.3390
H -17.8790 13.5680 -13.1760
H -18.5000 14.0430 -8.5070
H -13.8060 14.9140 -9.5490
C -18.6900 13.0010 -10.4230
C -16.1780 11.0480 -13.3540
H -14.9080 9.0810 -10.6250
H -15.1340 7.3010 -11.8570
N -11.2660 9.5700 -10.7120
O -13.4820 9.1120 -11.4510
N -12.8860 10.5160 -9.6420
C -18.7310 7.3010 -14.2330
C -20.2380 9.1960 -10.5930
N -15.4890 11.9050 -12.6240
H -16.2310 8.2730 -9.8820
O -15.9750 14.5390 -13.2540
H -17.9200 11.0660 -8.7970
H -11.8900 11.3140 -13.0460
H -13.6720 9.6930 -13.8310
N -16.4180 9.8770 -12.7720
H -16.1670 9.6770 -11.8060
O -16.3440 11.2490 -14.6630
C -15.9360 6.5890 -12.1330
H -13.8660 10.6540 -9.4920
C -12.5500 9.7410 -10.6030
H -19.0100 9.4120 -12.1880
H -18.5430 10.2660 -10.7310
O -14.9200 12.2570 -16.8470
H -15.7990 14.5810 -11.4060
C -13.9380 9.0350 -14.6910
H -20.2050 13.7080 -8.9470
H -19.6950 7.3840 -14.7870
H -13.7720 13.9380 -16.9930

Forces on atoms 1 to 2 (eV/Å):
H -0.056 0.220 -0.446
O 3.622 4.397 3.392

Here are the Mulliken charges for atoms 1 to 5, given in e: number 1, H, carries 0.306; number 2, O, carries -0.740; number 3, O, carries -0.399; number 4, H, carries -0.053; number 5, H, carries 0.211

***

Density functional theory data (ωB97M-V/def2-TZVPD) for a molecular structure, C14H4BrN4O5Pd.

Summary:
Highest occupied orbital energy (alpha / beta)   -11.57 / -11.58 eV
Net charge   +1
Calculated total energy   -3832.54850 hartree

Geometry (Å):
C 1.9277 3.4763 -2.5667
C 2.6009 2.1801 -2.0363
N 0.0014 0.3545 2.6487
C -2.2759 -3.5385 -2.2023
C -2.9433 -2.3430 -1.9919
O 2.4509 4.2997 -3.2426
H 0.5786 -2.7097 -0.5929
C -2.3200 -1.3403 -1.2755
H -3.9392 -2.1863 -2.3803
Pd -0.3791 -0.2161 0.7057
C -0.4262 -2.6350 -0.9882
O 3.7144 1.8162 -2.2274
O -0.7936 1.8542 -0.7214
O 1.6708 0.4004 -0.5892
C 0.2156 2.2247 -1.2457
C 0.4544 3.5115 -2.0742
H -2.7371 -4.3459 -2.7544
Br -0.0175 -5.2601 -1.9413
H -2.8053 -0.3914 -1.0893
O -0.3481 4.3650 -2.2649
C 0.8477 0.6536 5.0339
C -0.9943 -3.6810 -1.6925
C 1.2225 -0.4803 5.7845
C 1.5413 1.4232 -1.1974
N 1.5363 -1.4086 6.3923
C 0.9257 1.9577 5.5661
N -1.0851 -1.4894 -0.7794
C 0.3958 0.4829 3.7251
N 0.9806 3.0257 5.9976

Forces on atoms 1 to 2 (eV/Å):
C 0.006 0.046 -0.052
C 0.098 -0.011 -0.018

Here are the Mulliken charges for atoms 1 to 5, given in e: number 1, C, carries 0.443; number 2, C, carries 0.008; number 3, N, carries -0.366; number 4, C, carries 0.073; number 5, C, carries -0.785

***

Density functional theory data (ωB97M-V/def2-TZVPD) for C5H11NO in the gas phase.

Summary:
Highest occupied orbital energy   -9.31 eV
ΔE to the lowest compared entry with this formula, charge and spin   41.7 kJ/mol
Calculated total energy   -327.11545 hartree
Structure (SMILES)   CC(C)N(C)C=O

Geometry (Å):
C -0.6522 0.1714 -0.3667
C -0.9168 -1.2500 -0.8647
H -1.2787 1.5300 1.2127
C 1.4061 -0.2314 1.0279
H 1.0321 0.1854 1.9706
O 1.0670 1.5899 -2.0471
H 2.5731 1.1580 -0.7504
H -1.3180 -0.1837 1.6864
H -0.7038 -1.9975 -0.0909
C 1.5040 1.0850 -1.0300
C -1.4938 0.5157 0.8605
N 0.7747 0.3879 -0.1164
H -1.9684 -1.3610 -1.1503
H 1.2384 -1.3153 1.0345
H -2.5573 0.4595 0.6071
H 2.4851 -0.0582 0.9840
H -0.2974 -1.4717 -1.7398
H -0.8942 0.8702 -1.1720

Forces on atoms 1 to 2 (eV/Å):
C -0.121 0.027 -0.043
C 0.008 -0.067 -0.024

Here are the Mulliken charges for atoms 1 to 5, given in e: number 1, C, carries 0.388; number 2, C, carries -1.346; number 3, H, carries 0.367; number 4, C, carries -0.822; number 5, H, carries 0.265

***

Density functional theory data (ωB97M-V/def2-TZVPD) for 2 unconnected molecules or ions with the total composition C2H4OS.

Summary:
Highest occupied orbital energy   -9.20 eV
ΔE to the lowest compared entry with this formula, charge and spin   139.5 kJ/mol
Calculated total energy   -551.97557 hartree
Structure (SMILES)   C=C=O.S

Geometry (Å):
C -1.1459 0.1803 0.2472
O -3.1210 -1.2932 0.1346
H 2.5910 0.6003 0.6164
H -0.5011 0.5682 1.0083
S 2.8622 -0.3212 -0.2641
H -0.9946 0.4678 -0.7158
C -2.2057 -0.6210 0.3241
H 2.5150 0.4187 -1.3506

Forces on atoms 1 to 2 (eV/Å):
C -1.373 -1.318 2.364
O -0.506 -0.435 0.502

Here are the Mulliken charges for atoms 1 to 5, given in e: number 1, C, carries -0.881; number 2, O, carries -0.328; number 3, H, carries 0.127; number 4, H, carries 0.251; number 5, S, carries -0.289

***

Density functional theory data (ωB97M-V/def2-TZVPD) for a molecular structure, C6H11NO2.

Summary:
Highest occupied orbital energy   -8.52 eV
ΔE to the lowest compared entry with this formula, charge and spin   992.3 kJ/mol
Calculated total energy   -440.10930 hartree

Geometry (Å):
H -1.3329 1.0891 3.5847
C -0.2739 -0.3171 1.4679
H -0.6768 1.3335 -1.6625
H -0.1804 -1.5500 -0.6920
H -1.5430 -0.9324 -2.0959
C -0.1259 1.0513 1.5734
H 1.7332 -0.2785 -0.5012
O 0.6862 -1.3283 1.2720
C 1.3099 0.1392 -1.2892
C -0.1587 0.4402 -1.1142
H 1.0864 -1.2478 2.1346
H -1.2141 -0.6499 2.0874
O -0.9150 1.8637 2.4632
C -0.3826 -0.8732 -1.7619
H -2.0553 0.6911 0.5154
H 0.8614 1.6215 1.1356
H 1.2340 -1.8087 -3.1238
N 0.7958 -0.7406 -2.5303
H 2.0397 0.8859 -1.7623
C -0.8878 0.6110 0.2991

Forces on atoms 1 to 2 (eV/Å):
H 1.976 2.998 -4.722
C -4.469 -3.309 -0.530

Here are the Mulliken charges for atoms 1 to 5, given in e: number 1, H, carries 0.352; number 2, C, carries -0.603; number 3, H, carries 0.296; number 4, H, carries 0.149; number 5, H, carries 0.257

***

Density functional theory data (ωB97M-V/def2-TZVPD) for a molecular structure, C4H8Br2Si.

Summary:
Highest occupied orbital energy   -9.15 eV
ΔE to the lowest compared entry with this formula, charge and spin   171.5 kJ/mol
Calculated total energy   -5594.72115 hartree

Geometry (Å):
H -0.4610 -2.4975 -1.4038
Br 2.1651 0.7658 -2.1011
C -1.2000 -0.3745 -1.5224
H -1.6343 -2.1959 -2.5348
C 1.4301 0.2235 1.7536
C 0.0258 0.5119 1.4188
H 2.0839 1.1588 1.6790
C -1.0879 -1.7010 -1.8215
Si -0.3746 0.8378 -0.3798
H -0.3432 1.4164 2.0005
H -1.9838 0.1694 -2.1210
H -0.5565 -0.2739 1.7454
H 1.9389 -0.5016 1.0678
Br -1.6148 2.7254 -0.5603
H 1.6123 -0.2645 2.7796

Forces on atoms 1 to 2 (eV/Å):
H 0.455 1.027 0.594
Br -1.887 0.251 1.526

Here are the Mulliken charges for atoms 1 to 5, given in e: number 1, H, carries 0.222; number 2, Br, carries -0.458; number 3, C, carries -0.065; number 4, H, carries 0.283; number 5, C, carries -1.116

***

Density functional theory data (ωB97M-V/def2-TZVPD) for CH4NP3 in the gas phase.

Summary:
Highest occupied orbital energy   -9.54 eV
ΔE to the lowest compared entry with this formula, charge and spin   103.2 kJ/mol
Calculated total energy   -1119.22730 hartree
Structure (SMILES)   N#CP(P)#[PH2]

Geometry (Å):
H 1.6467 1.0597 1.7228
P -0.9386 -1.3062 -0.8340
H -2.0769 -1.9107 -0.1926
P 1.6212 0.3359 0.5807
C -0.0879 -2.1068 1.8927
N 0.1979 -3.1260 2.2411
H -0.0684 -2.3216 -0.4751
P -0.4472 -0.2195 1.0065
H 1.6415 1.5531 -0.1038

Forces on atoms 1 to 2 (eV/Å):
H 0.314 0.548 1.502
P -0.784 0.252 -0.355

Here are the Mulliken charges for atoms 1 to 5, given in e: number 1, H, carries 0.077; number 2, P, carries -0.147; number 3, H, carries 0.104; number 4, P, carries -0.108; number 5, C, carries 0.082